{"formula": "C22H41N11O2RuSSi2Te", "method": "the ωB97M-V functional and the def2-TZVPD basis", "total_charge": 3, "orbital_gap_ev": [6.3, 6.1], "spin_multiplicity": 6, "s_squared": 8.77, "homo_ha": [-0.528, -0.607], "symbols": ["Ru", "C", "C", "N", "N", "C", "S", "N", "N", "H", "H", "H", "H", "H", "H", "N", "N", "C", "N", "N", "N", "O", "O", "H", "H", "H", "H", "H", "C", "C", "C", "C", "N", "C", "C", "C", "C", "C", "C", "N", "H", "H", "H", "H", "H", "H", "H", "H", "C", "Si", "C", "C", "C", "Te", "C", "Si", "C", "C", "C", "H", "H", "H", "H", "H", "H", "H", "H", "H", "H", "H", "H", "H", "H", "H", "H", "H", "H", "H", "H", "H", "H"], "xyz": [[-0.60175, -2.39624, 0.90858], [4.56764, -1.59275, 1.47290], [3.63795, -1.26742, 0.37795], [3.89385, -0.80024, -0.81116], [2.70540, -1.06162, -1.55594], [1.76309, -1.51344, -0.75151], [0.09265, -1.93788, -1.07031], [2.26392, -1.59020, 0.48628], [1.41752, -2.12226, 1.53074], [4.26362, -2.61211, 1.79846], [4.55901, -0.84286, 2.27767], [5.57899, -1.62005, 1.03722], [2.68586, -0.70516, -2.50618], [1.40372, -1.44299, 2.29074], [1.84743, -3.01833, 1.87231], [-2.95806, -4.16916, -2.14578], [-3.27935, -4.31108, -0.82176], [-3.53583, -3.32807, 0.08164], [-4.40874, -3.68645, 1.06234], [-2.68860, -2.24024, 0.11965], [-3.39976, -1.07393, 0.38226], [-4.65688, -1.08050, 0.34819], [-2.79942, 0.01087, 0.62120], [-1.94542, -4.37496, -2.32960], [-3.24806, -3.28953, -2.53647], [-3.79016, -5.20042, -0.64104], [-5.20230, -4.24500, 0.72780], [-4.87411, -2.87540, 1.43928], [-0.48659, -6.45925, 2.66071], [-0.69271, -6.17207, 3.99383], [-1.00432, -4.88136, 4.43885], [-1.18224, -3.88770, 3.42321], [-1.04696, -4.16411, 2.04872], [-0.71510, -5.42178, 1.75561], [-1.39358, -2.48223, 3.82592], [-1.87345, -2.00957, 5.06268], [-2.00738, -0.64695, 5.33185], [-1.72290, 0.24909, 4.29861], [-1.35433, -0.28564, 3.07033], [-1.15548, -1.56106, 2.82167], [-0.15112, -7.42279, 2.32389], [-0.62376, -6.98574, 4.76427], [-1.22533, -4.61997, 5.49258], [-0.78297, -5.53742, 0.63217], [-2.21866, -2.80833, 5.78397], [-2.44506, -0.34465, 6.30509], [-1.81921, 1.33292, 4.36779], [-1.09891, 0.30245, 2.17744], [-2.14113, 1.47759, -4.09405], [-1.90617, 3.31124, -3.86571], [-0.63432, 4.13912, -5.11622], [-3.51082, 4.21703, -4.06181], [-1.20872, 3.61432, -2.17452], [0.67241, 2.56021, -1.47346], [2.37174, 3.91026, -1.95885], [3.79852, 4.37465, -0.77165], [4.90845, 2.93414, -0.36982], [3.10476, 5.03777, 0.82997], [4.70837, 5.63265, -1.93354], [-2.93694, 1.25426, -4.74562], [-2.40098, 0.97377, -3.16000], [-1.24782, 0.97183, -4.47159], [-1.02569, 4.86922, -5.81031], [-0.07933, 3.38169, -5.69721], [0.15238, 4.66547, -4.56166], [-3.93698, 4.67967, -3.19149], [-4.23190, 3.45173, -4.32844], [-3.34147, 4.93030, -4.86702], [-1.90040, 3.23462, -1.42164], [-1.01834, 4.71948, -2.01811], [1.92789, 4.84471, -2.26033], [2.90608, 3.54741, -2.85061], [5.02756, 2.24619, -1.16525], [4.36695, 2.56247, 0.49203], [5.93722, 3.19458, 0.01308], [2.46618, 4.27350, 1.27166], [2.44037, 5.91932, 0.66429], [3.89180, 5.42962, 1.48865], [4.88839, 5.23632, -2.95974], [5.58688, 6.09131, -1.55176], [4.07295, 6.50715, -2.12389]], "atomic_forces_ev_per_a": [[-2.6635, -1.2082, 1.2840], [0.4504, 0.0322, -0.2220], [-0.5256, 0.5903, -0.1556], [-0.9152, -1.3957, -0.0128], [1.5049, 0.9850, 1.6460], [-2.3332, -0.2115, -1.2837], [2.2975, 1.3463, -3.4358], [0.4877, -0.5328, -0.1315], [3.8784, -0.0756, 0.3791], [0.5463, 0.6842, 0.2404], [-0.1119, -0.4600, -0.0728], [-0.3443, -0.1089, 0.3580], [-0.3343, -0.4245, 0.1877], [0.2585, -0.0756, 0.1302], [-0.3897, 1.0225, -0.2318], [2.1654, -0.2741, -0.9140], [-1.2875, -0.4266, 1.6862], [0.9536, -1.5043, -0.3669], [-0.8895, 0.5078, -0.8574], [-2.8343, 0.6868, -0.5423], [-1.9005, 2.5709, 0.5674], [2.3606, -0.4203, -0.0920], [-0.0754, -3.0349, -0.7750], [-1.4101, 0.4610, 0.2040], [-0.0491, 0.2618, -0.0318], [0.4862, 0.9654, -0.1506], [0.6382, -0.2609, 0.0604], [0.3150, 0.4471, 0.7033], [-0.1667, 1.0678, -0.2911], [0.0633, -0.8425, 1.8755], [-0.8944, 1.0016, -1.8702], [0.6546, -1.1076, 0.6280], [-0.0101, -0.4719, 3.9771], [-0.5261, -0.2355, -2.3802], [-0.5519, 1.8121, -0.6827], [-0.1581, -2.0925, 0.0740], [-0.5716, 0.0448, -0.0642], [-0.1564, -0.0937, 0.0980], [0.8856, 1.1497, -0.6173], [-0.4035, -1.4286, 1.9444], [-0.1779, -0.2303, -0.1027], [0.0978, 0.8367, -0.9140], [0.4749, -0.4110, -0.8571], [0.6560, -0.5851, 1.3864], [0.5314, 1.3532, -0.6139], [0.5688, -0.0305, -0.7841], [-0.0487, -0.3823, 0.2569], [-0.4897, 0.3612, 0.8074], [1.1912, -0.1822, 0.9618], [0.8543, 0.6670, -2.4791], [0.3189, -1.2074, 0.9359], [0.1910, -0.4847, 0.2007], [1.6553, 0.7931, 1.7794], [-0.0070, 1.5136, -0.9963], [-0.5672, -0.7437, -0.1253], [1.5419, 1.3285, -0.5179], [0.5069, 1.2424, 1.1194], [-0.5011, 1.1922, -0.6782], [-1.8875, -0.3701, -0.6135], [-0.9781, -0.1342, -1.0672], [-0.0051, 0.1086, 0.2227], [0.0037, 0.0838, -0.0681], [-0.4448, 0.0114, -0.1295], [-0.3452, 0.1842, 0.0742], [-0.1212, 0.0301, 0.1339], [0.0001, 0.5302, 0.4095], [-0.2588, 0.0208, -0.4621], [-0.4111, 0.0554, 0.0644], [-0.0277, 0.1191, 0.1929], [-0.1088, -1.2300, -0.0216], [-0.4623, 0.3614, -0.0712], [-0.4792, -0.4111, 0.0983], [-0.0068, -0.9760, -0.6401], [0.0521, -0.9735, 0.2238], [-1.1116, 0.0814, -0.4981], [0.2363, -0.0763, 0.4837], [0.3780, -0.5632, -0.0797], [-0.2109, -0.5526, 0.0670], [0.1477, -0.0398, 0.8135], [1.0593, -0.1119, 0.5192], [-0.2579, -0.1298, 0.1068]]}